{"formula": "C4H9NO", "method": "ωB97M-V/def2-TZVPD", "symbols": ["C", "C", "C", "N", "C", "O", "H", "H", "H", "H", "H", "H", "H", "H", "H"], "positions_angstrom": [[-1.31, 0.50, 1.07], [0.25, -0.54, -0.45], [-0.72, -0.40, -1.56], [1.07, 0.47, -0.05], [2.22, 0.13, 0.63], [2.67, -1.00, 0.73], [-2.09, -0.24, 0.88], [-1.79, 1.49, 0.93], [-1.01, 0.41, 2.12], [0.60, -1.56, -0.25], [-0.18, -0.70, -2.48], [-1.08, 0.62, -1.68], [-1.56, -1.09, -1.44], [0.05, 0.91, 0.45], [2.70, 1.01, 1.09]], "mulliken_charge": [-1.36, -0.02, -1.04, -0.34, 0.12, -0.53, 0.34, 0.38, 0.35, 0.30, 0.38, 0.26, 0.34, 0.47, 0.36], "homo_ev": [-8.03, -8.03], "e_above_lowest_kj_mol": 518.6, "e_tot_ev": -7826.94457}